(1)
The following is a DFT calculation (ωB97M-V/def2-TZVPD) of a molecular structure, H20O22S3Zn at a distorted geometry.

Computed properties:
- orbital gap (eV) = 4.24
- E (eV) = -126291.6155
- max |F| (hartree/bohr) = 0.0390

Geometry as ORCA input:
```
! RIJCOSX wB97M-V def2-TZVPD def2/J DEFGRID3
* xyz -4 1
Zn -0.99649 -0.32062 1.73770
S 0.57338 0.36209 -0.41321
O 0.10144 0.56450 -1.81159
O 0.20088 -0.98767 0.08954
O 2.07001 0.51120 -0.40454
O -0.09072 1.24595 0.58039
S -2.11176 -3.53060 2.52920
O -3.23277 -3.30369 3.45297
O -2.54848 -4.07787 1.22538
O -1.37774 -2.20236 2.29405
O -1.10162 -4.45080 3.14506
S -3.22704 0.94697 2.29490
O -4.04254 0.10373 3.16567
O -2.82631 0.17228 1.05571
O -3.91397 2.20873 1.95880
O -1.86500 1.22787 2.92554
O 4.26042 -0.36307 1.12464
H 3.45210 -0.06230 0.66077
H 4.21082 0.08556 1.97211
O 1.37463 0.01350 -4.11281
H 0.83941 0.32520 -3.34070
H 0.93681 -0.80313 -4.36481
O 0.59242 -0.37274 3.15928
H 0.65099 -0.84691 3.99133
H 1.35041 0.21408 3.10185
O -1.01350 2.89848 -2.67968
H -0.61381 2.05307 -2.36854
H -0.27828 3.51685 -2.65346
O -0.44057 4.13121 0.50978
H -0.30349 4.26638 1.45064
H -0.21956 3.18653 0.40413
O -2.80366 0.68029 -2.46212
H -3.27786 -0.05183 -2.86581
H -1.87359 0.50464 -2.64290
O 3.51380 0.23743 -2.77177
H 2.76518 -0.00549 -3.33524
H 3.06618 0.60460 -1.98491
O -1.52596 -2.46158 -1.70956
H -0.88422 -2.02899 -1.11270
H -1.52193 -1.87863 -2.47365
O 2.96485 2.96901 0.31201
H 2.48970 2.14508 0.03780
H 3.80740 2.89096 -0.14353
O 1.05453 -3.81534 0.27864
H 1.44133 -3.29283 -0.42962
H 0.37418 -3.20973 0.62325
*
```

Atom charges from the Mulliken analysis, given in e for atoms 1 to 6: number 1, Zn, carries 1.816; number 2, S, carries 0.795; number 3, O, carries -0.831; number 4, O, carries -0.408; number 5, O, carries -0.669; number 6, O, carries -0.863

=====

(2)
The following is a DFT calculation (ωB97M-V/def2-TZVPD) of 2 unconnected molecules or ions with the total composition C5H9NO.

Computed properties:
- relative energy (zero: lowest compared OMol25 entry of this formula, charge and spin) (eV) = 5.3511
- SMILES = C[C@H]1N/C1=C1/CO1.[H][H]
- orbital gap (eV) = 9.54
- E (eV) = -8863.8616
- max |F| (hartree/bohr) = 0.0061

Geometry as ORCA input:
```
! RIJCOSX wB97M-V def2-TZVPD def2/J DEFGRID3
* xyz 0 1
C 1.54287 1.25042 -0.84905
C 0.73797 1.19881 0.42955
N -0.55547 1.92182 0.47681
C -0.54256 0.51304 0.42223
C -1.33184 -0.49927 0.17919
C -1.79390 -1.85446 0.09483
O -2.65567 -0.69973 -0.10296
H 2.35113 0.51229 -0.84536
H 1.98974 2.24240 -0.98197
H 0.89592 1.03940 -1.70782
H 1.30848 1.28453 1.35472
H -0.79622 2.34857 -0.41615
H 1.20086 -1.72715 1.48578
H 1.02064 -1.92311 0.79019
H -1.61609 -2.46518 -0.78938
H -2.00953 -2.39931 1.01273
*
```

Atom charges from the Mulliken analysis, given in e for atoms 1 to 6: number 1, C, carries -1.186; number 2, C, carries 0.077; number 3, N, carries -0.639; number 4, C, carries -0.094; number 5, C, carries 0.529; number 6, C, carries -0.304

=====

(3)
The following is a DFT calculation (ωB97M-V/def2-TZVPD) of a molecular structure, C36H76AsF6N2O34P6 at a distorted geometry.

Computed properties:
- orbital gap (alpha / beta) (eV) = 7.66 / 4.99
- E (eV) = -244041.8608
- max |F| (hartree/bohr) = 0.0932

Geometry as ORCA input:
```
! RIJCOSX wB97M-V def2-TZVPD def2/J DEFGRID3
* xyz 0 2
As -1.14562 -0.44399 -0.04863
F -1.32977 1.33725 -0.02706
F 0.64128 -0.24572 -0.15153
F -0.90302 -2.28566 0.02628
F -2.93065 -0.69887 -0.01340
F -1.24351 -0.35934 -1.88846
F -1.05650 -0.36395 1.79889
C 2.26614 5.45768 0.51460
C 1.25972 5.01057 -0.27627
C 0.76008 5.81225 -1.46597
O -0.30211 5.69453 -2.05557
C 1.64220 6.99476 -1.78849
C 2.73270 7.35535 -1.05616
C 3.15863 6.58057 0.16490
O 4.14995 6.80449 0.92032
O 3.59711 8.31007 -1.48086
O 0.52622 3.89137 0.13273
H 2.49085 4.71321 1.26405
H 1.48464 7.35668 -2.79377
H 3.33282 8.62033 -2.35005
H -0.03101 3.57098 -0.58032
C 4.15108 2.38036 -2.84295
C 4.06837 3.39725 -3.72149
C 2.74660 3.88583 -4.39780
O 2.66153 4.82744 -5.19041
C 1.62089 3.32047 -3.66766
C 1.69499 2.25971 -2.85108
C 2.93909 1.70162 -2.31237
O 3.06592 0.63664 -1.61205
O 0.56062 1.78240 -2.22611
O 5.14392 4.10583 -4.12942
H 5.10465 2.14888 -2.39183
H 0.68059 3.75209 -3.97740
H 0.85109 1.14965 -1.56516
H 5.08880 4.07891 -5.08746
C 1.92962 0.91486 2.34579
O 3.19431 0.65938 2.17280
N 1.55989 2.07045 2.92549
C 0.18297 2.23800 3.50860
C 2.55577 2.91009 3.53802
H 1.12314 0.19677 2.13099
H -0.44352 1.53265 2.96262
H -0.14552 3.27732 3.50562
H 0.36574 1.88710 4.52426
H 2.60505 2.71933 4.61007
H 3.60768 2.92780 3.25295
H 2.31204 3.96737 3.43379
C 2.38939 -2.93362 1.03747
O 3.21414 -2.12663 1.41014
N 2.31540 -4.21776 1.43080
C 3.44994 -4.84773 2.23433
C 1.34132 -5.10997 0.80223
H 1.50383 -2.69214 0.42946
H 3.17391 -5.86675 2.50545
H 3.78510 -4.21799 3.05846
H 4.34531 -4.87051 1.61312
H 1.63784 -5.68115 -0.07751
H 1.34304 -5.85942 1.59370
H 0.32635 -4.71257 0.80015
C -0.33954 4.16402 -8.22609
O -0.62007 3.41609 -7.10504
P -2.08125 2.79341 -7.00443
O -2.32200 1.61457 -7.86246
O -2.38249 2.48156 -5.40269
C -2.02511 1.27450 -4.84757
O -3.07076 3.99406 -7.22537
C -2.80306 5.28513 -6.54100
H -1.10511 4.79182 -8.68202
H -0.03131 3.56271 -9.08138
H 0.46672 4.85603 -7.98287
H -1.65045 1.53481 -3.85763
H -1.09777 0.84895 -5.23104
H -2.85634 0.59348 -4.66491
H -2.09245 5.23712 -5.71587
H -3.72866 5.58069 -6.04703
H -2.57932 6.09202 -7.23883
C -2.53213 -6.87120 6.47864
O -2.15046 -5.95440 5.46829
P -0.62285 -5.78513 4.87808
O -0.23767 -6.90711 3.99265
O -0.64154 -4.31388 4.15165
C -1.60461 -3.91524 3.24503
O 0.42869 -5.66483 6.09962
C 0.03343 -4.97840 7.32437
H -1.64880 -7.47936 6.67348
H -3.30098 -7.48320 6.00701
H -2.90368 -6.38987 7.38327
H -1.11797 -3.88518 2.27016
H -2.03390 -2.92230 3.37875
H -2.48839 -4.55288 3.22346
H 0.70529 -4.24966 7.77787
H -0.12140 -5.76063 8.06749
H -1.00147 -4.63733 7.29686
C -7.58387 -2.55781 -5.10997
O -6.30168 -2.66698 -4.41224
P -5.25012 -3.87916 -4.74233
O -5.26010 -4.37816 -6.10195
O -3.78609 -3.46896 -4.10646
C -3.53948 -2.27681 -3.33955
O -5.78321 -5.05592 -3.71433
C -5.82685 -4.83746 -2.34383
H -7.62386 -3.41156 -5.78643
H -7.51289 -1.77847 -5.86871
H -8.52430 -2.57620 -4.55919
H -4.22258 -1.44368 -3.50492
H -2.52406 -2.01864 -3.64017
H -3.59912 -2.46477 -2.26754
H -6.83037 -5.05755 -1.97970
H -5.35901 -3.91398 -2.00263
H -5.17085 -5.63633 -1.99802
C 3.77023 -3.13846 6.28419
O 3.80560 -1.72900 6.61700
P 3.19984 -0.74758 5.49175
O 3.82773 -0.93577 4.16023
O 1.57786 -0.90849 5.41279
C 0.86641 -1.93819 4.73889
O 3.31572 0.75574 6.08854
C 2.41702 1.14191 7.10254
H 3.22820 -3.26571 5.34712
H 3.23085 -3.64473 7.08473
H 4.78251 -3.54214 6.26303
H 1.20156 -2.96858 4.85756
H 0.81579 -1.60878 3.70110
H -0.17113 -1.84805 5.06061
H 2.14181 0.40927 7.86123
H 1.46530 1.48895 6.70017
H 3.04324 1.79817 7.70692
C -3.50945 0.59278 3.19990
O -2.97082 1.58530 4.04244
P -4.04034 2.61694 4.74259
O -5.06526 3.18749 3.80505
O -4.66447 2.00837 6.14576
C -3.97315 0.92769 6.79925
O -3.13709 3.92783 5.05559
C -2.44114 4.59550 4.00212
H -4.56960 0.76076 3.01024
H -3.22913 -0.26368 3.81308
H -2.98569 0.54111 2.24538
H -3.73589 1.04323 7.85682
H -3.07641 0.44169 6.41486
H -4.65387 0.08016 6.71916
H -2.71823 5.62483 3.77448
H -2.56111 4.02616 3.08041
H -1.38998 4.69232 4.27374
C 1.32399 -1.73306 -3.43269
O 1.67239 -0.77943 -4.44072
P 2.94484 -1.19528 -5.37368
O 3.68712 -2.38490 -5.05947
O 3.75611 0.17255 -5.28294
C 5.15891 0.26452 -5.28856
O 2.38799 -1.22342 -6.88538
C 3.27018 -1.73818 -7.84475
H 1.93039 -2.63835 -3.46142
H 0.33046 -2.13319 -3.63490
H 1.47415 -1.42548 -2.39782
H 5.82047 -0.60175 -5.29274
H 5.59425 0.92046 -4.53470
H 5.38349 0.92793 -6.12375
H 4.07456 -2.41953 -7.56759
H 3.83522 -1.03599 -8.45776
H 2.66330 -2.33664 -8.52419
*
```

Atom charges from the Mulliken analysis, given in e for atoms 1 to 6: number 1, As, carries 2.220; number 2, F, carries -0.563; number 3, F, carries -0.471; number 4, F, carries -0.461; number 5, F, carries -0.497; number 6, F, carries -0.486

=====

(4)
The following is a DFT calculation (ωB97M-V/def2-TZVPD) of 2 unconnected molecules or ions with the total composition C6H8 at a distorted geometry.

Computed properties:
- relative energy (zero: lowest compared OMol25 entry of this formula, charge and spin) (eV) = 4.5882
- orbital gap (eV) = 10.00
- E (eV) = -6346.1957
- max |F| (hartree/bohr) = 0.1034

Geometry as ORCA input:
```
! RIJCOSX wB97M-V def2-TZVPD def2/J DEFGRID3
* xyz 0 1
C 1.06109 2.15053 0.00296
C 0.87308 0.98928 0.31151
C -2.01996 0.42403 -0.38300
C -1.44090 -0.35674 0.49975
C 1.38224 -1.40257 -0.46068
C 0.66812 -0.42919 0.61456
H 1.02945 3.07097 -0.35011
H -3.06315 0.46275 -0.37392
H -1.63182 1.15455 -1.12854
H -1.99548 -0.80312 1.33441
H 1.02685 -2.34969 0.03858
H 0.96862 -1.08157 -1.45493
H 2.45301 -1.18377 -0.33906
H 0.68884 -0.64543 1.68846
*
```

Atom charges from the Mulliken analysis, given in e for atoms 1 to 6: number 1, C, carries 0.009; number 2, C, carries -0.475; number 3, C, carries -0.597; number 4, C, carries -0.164; number 5, C, carries -0.850; number 6, C, carries -0.451

=====

Copy entry 2 word for word.
The following is a DFT calculation (ωB97M-V/def2-TZVPD) of 2 unconnected molecules or ions with the total composition C5H9NO.

Computed properties:
- relative energy (zero: lowest compared OMol25 entry of this formula, charge and spin) (eV) = 5.3511
- SMILES = C[C@H]1N/C1=C1/CO1.[H][H]
- orbital gap (eV) = 9.54
- E (eV) = -8863.8616
- max |F| (hartree/bohr) = 0.0061

Geometry as ORCA input:
```
! RIJCOSX wB97M-V def2-TZVPD def2/J DEFGRID3
* xyz 0 1
C 1.54287 1.25042 -0.84905
C 0.73797 1.19881 0.42955
N -0.55547 1.92182 0.47681
C -0.54256 0.51304 0.42223
C -1.33184 -0.49927 0.17919
C -1.79390 -1.85446 0.09483
O -2.65567 -0.69973 -0.10296
H 2.35113 0.51229 -0.84536
H 1.98974 2.24240 -0.98197
H 0.89592 1.03940 -1.70782
H 1.30848 1.28453 1.35472
H -0.79622 2.34857 -0.41615
H 1.20086 -1.72715 1.48578
H 1.02064 -1.92311 0.79019
H -1.61609 -2.46518 -0.78938
H -2.00953 -2.39931 1.01273
*
```

Atom charges from the Mulliken analysis, given in e for atoms 1 to 6: number 1, C, carries -1.186; number 2, C, carries 0.077; number 3, N, carries -0.639; number 4, C, carries -0.094; number 5, C, carries 0.529; number 6, C, carries -0.304

=====

Question: Which of these has the highest E?
Answer: C6H8

=====

Question: Which of these has the lowest max |F|?
Answer: C5H9NO